Formula: C32H37HoIN4O4S4
Source: the Open Molecules 2025 dataset
Level of theory: ωB97M-V/def2-TZVPD

Values from the calculation:
Relative energy (zero: lowest compared OMol25 entry of this formula, charge and spin), kcal/mol: 0.0
Multiplicity: 5
Gap between HOMO and LUMO (alpha / beta), eV: 7.77 / 7.78
LUMO energy (alpha / beta), Ha: -0.09972 / -0.09965
DFT total energy, Eh: -4600.10115
Charge: +1

Geometry (Å):
Ho 8.958 12.323 12.219
C 6.257 8.454 11.214
C 7.564 8.066 11.838
N 7.736 6.890 12.354
C 8.945 6.588 12.901
C 10.025 7.438 12.891
C 11.312 6.958 13.546
O 12.461 7.006 12.696
C 9.846 8.749 12.353
C 10.987 9.618 12.248
N 11.000 10.900 12.158
C 12.235 11.542 12.422
C 13.104 11.057 13.403
C 14.259 11.714 13.787
C 14.571 12.926 13.190
C 13.752 13.402 12.195
C 12.596 12.745 11.825
I 11.352 13.714 10.377
C 8.562 9.100 11.905
O 8.299 10.342 11.462
H 5.558 7.640 11.330
H 6.376 8.653 10.149
H 5.856 9.353 11.668
H 8.965 5.595 13.335
H 11.208 5.922 13.917
H 11.556 7.539 14.423
H 12.307 6.457 11.910
H 11.966 9.167 12.271
H 12.808 10.147 13.930
H 14.838 11.323 14.606
H 15.451 13.473 13.527
H 13.951 14.366 11.759
C 8.064 16.300 14.447
C 8.732 14.947 14.279
O 8.727 14.484 13.124
C 9.331 14.265 15.424
C 9.369 14.861 16.723
C 9.947 14.200 17.773
C 10.453 12.903 17.605
C 10.474 12.321 16.391
C 9.880 12.942 15.276
O 9.826 12.258 14.169
H 7.857 16.677 13.438
H 8.650 16.974 15.015
H 7.075 16.166 14.923
H 8.927 15.843 16.891
H 9.978 14.640 18.764
H 10.906 12.411 18.454
H 10.892 11.318 16.259
C 7.385 15.254 8.539
C 6.893 15.084 9.969
S 6.813 13.463 10.745
C 6.195 12.202 9.614
C 6.989 11.866 8.348
S 8.743 11.594 8.649
C 9.444 12.290 7.188
C 9.006 13.694 6.841
S 9.104 14.892 8.205
H 7.193 16.296 8.255
H 6.756 14.677 7.859
H 5.894 15.516 10.016
H 7.533 15.657 10.614
H 5.173 12.470 9.304
H 6.127 11.334 10.271
H 6.882 12.668 7.658
H 6.473 11.003 7.890
H 9.304 11.675 6.290
H 10.504 12.259 7.387
H 7.977 13.728 6.468
H 9.598 14.052 5.998
C 6.346 12.692 16.855
N 6.957 11.496 16.301
C 7.380 10.433 17.080
C 7.800 9.448 16.269
N 7.606 9.918 14.978
C 7.048 11.151 15.017
S 6.469 12.072 13.721
H 7.031 13.065 17.633
H 5.390 12.457 17.289
H 6.249 13.417 16.051
H 7.395 10.446 18.143
H 8.151 8.442 16.504
H 7.736 9.388 14.134

Quick look at the Löwdin charges, all values in e: 1.188 -0.011 -0.281 0.127 -0.091 -0.141 -0.196 -0.071 -0.074 -0.040 -0.011 -0.329 -0.018 -0.053 -0.069 -0.155 -0.561 1.063 -0.285 -0.319 0.081 0.088 0.065 0.114 0.125 0.118 0.108 0.121 0.120 0.111 0.118 0.092 0.016 -0.349 -0.159 -0.082 -0.031 -0.093 -0.075 -0.022 -0.318 -0.241 0.090 0.070 0.109 0.115 0.107 0.114 0.127 -0.528 -0.487 0.796 -0.482 -0.491 0.834 -0.569 -0.516 0.791 0.086 0.070 0.088 0.064 0.100 0.048 0.029 0.102 0.096 0.054 0.069 0.083 -0.004 -0.104 -0.049 -0.041 0.113 -0.751 0.650 0.100 0.097 0.059 0.125 0.132 0.123



Formula: C4H7ClNO2
Source: the Open Molecules 2025 dataset
Level of theory: ωB97M-V/def2-TZVPD

Values from the calculation:
Relative energy (zero: lowest compared OMol25 entry of this formula, charge and spin), kcal/mol: 12.7
Gap between HOMO and LUMO, eV: 9.59
LUMO energy, Ha: -0.18521
DFT total energy, Eh: -821.69345
Charge: +1

Geometry (Å):
C 1.030 0.253 0.129
C -1.873 0.526 0.053
C 3.470 0.920 -0.236
C -2.593 -1.651 0.007
N 2.093 0.739 -0.096
O 0.018 -0.306 0.440
O -2.279 -0.453 -0.748
Cl -1.549 2.038 -0.446
H -1.992 0.307 1.164
H 3.739 0.636 -1.193
H 3.836 1.927 -0.062
H 4.097 0.516 0.544
H -2.078 -2.458 -0.519
H -2.232 -1.386 1.062
H -3.688 -1.609 -0.099

Quick look at the natural (NBO) charges, all values in e: 0.867 0.341 -0.438 -0.249 -0.408 -0.607 -0.393 0.262 0.238 0.233 0.241 0.243 0.244 0.196 0.231



Formula: C2H4N2O2
Source: the Open Molecules 2025 dataset
Level of theory: ωB97M-V/def2-TZVPD

Values from the calculation:
Relative energy (zero: lowest compared OMol25 entry of this formula, charge and spin), kcal/mol: 87.3
Gap between HOMO and LUMO, eV: 10.62
LUMO energy, Ha: 0.02473
DFT total energy, Eh: -338.51415
SMILES string: N=C=O.C=NO

Geometry (Å):
N 2.670 0.693 0.728
C 2.375 0.072 -0.235
O 2.166 -0.428 -1.229
H 2.161 0.822 1.511
C -1.669 -1.017 -0.450
N -1.868 -0.044 0.265
O -1.126 1.099 0.117
H -0.915 -1.219 -1.191
H -2.494 -1.654 -0.399
H -1.300 1.676 0.884

Quick look at the natural (NBO) charges, all values in e: -0.773 0.868 -0.499 0.403 -0.151 -0.124 -0.568 0.176 0.190 0.479



Formula: C48H126N6O12
Source: the Open Molecules 2025 dataset
Level of theory: ωB97M-V/def2-TZVPD

Values from the calculation:
Relative energy (zero: lowest compared OMol25 entry of this formula, charge and spin), kcal/mol: 0.0
Gap between HOMO and LUMO, eV: 8.42
LUMO energy, Ha: 0.02061
DFT total energy, Eh: -3135.61419
SMILES string: CCN(CC)CC.CCN(CC)CC.CCN(CC)CC.CCN(CC)CC.CCN(CC)CC.CCN(CC)CC.OCCO.OCCO.OCCO.OCCO.OCCO.OCCO

Geometry (Å):
C 4.021 2.925 -2.488
C 3.160 4.114 -2.190
N 3.232 4.501 -0.817
C 2.164 3.921 -0.014
C 2.460 4.197 1.460
C 3.417 5.909 -0.546
C 2.219 6.824 -0.877
H 3.903 2.423 -3.454
H 3.916 2.087 -1.719
H 5.066 3.261 -2.412
H 3.455 4.927 -2.902
H 2.088 3.908 -2.458
H 1.107 4.251 -0.316
H 2.173 2.873 -0.240
H 1.766 3.549 2.095
H 3.496 3.931 1.750
H 2.334 5.220 1.753
H 4.328 6.124 -1.221
H 3.740 6.168 0.464
H 2.450 7.882 -0.820
H 1.467 6.638 -0.062
H 1.767 6.638 -1.824
C -1.553 6.096 1.515
C -1.483 4.633 2.022
N -2.232 4.513 3.277
C -1.521 4.955 4.461
C -2.467 5.530 5.646
C -2.878 3.258 3.474
C -4.237 3.175 2.737
H -0.908 6.817 2.004
H -2.651 6.419 1.519
H -1.135 6.090 0.509
H -1.915 4.041 1.196
H -0.476 4.204 2.120
H -0.864 4.183 4.878
H -0.848 5.728 4.108
H -3.066 6.351 5.270
H -3.286 4.756 5.870
H -1.892 5.788 6.554
H -3.137 3.070 4.506
H -2.250 2.416 3.154
H -4.465 2.142 2.700
H -4.106 3.540 1.741
H -4.988 3.733 3.292
C 1.760 1.432 4.573
C 2.147 -0.023 4.638
N 1.010 -0.953 4.600
C 0.019 -0.834 5.690
C 0.483 -0.782 7.198
C 1.504 -2.386 4.593
C 2.383 -2.756 3.357
H 2.661 2.006 4.662
H 1.103 1.727 5.330
H 1.386 1.659 3.555
H 2.797 -0.219 3.772
H 2.869 -0.266 5.452
H -0.522 0.098 5.597
H -0.586 -1.701 5.563
H 0.373 -1.728 7.751
H 1.466 -0.390 7.262
H -0.119 0.023 7.699
H 0.659 -3.017 4.848
H 2.115 -2.452 5.489
H 1.998 -2.476 2.383
H 2.501 -3.784 3.389
H 3.422 -2.326 3.447
C 4.110 0.088 0.948
C 5.483 -0.625 1.004
N 5.433 -2.034 1.193
C 4.921 -2.740 0.021
C 4.633 -4.274 0.315
C 6.631 -2.564 1.841
C 7.890 -2.375 0.933
H 3.527 -0.056 1.879
H 3.515 -0.088 0.000
H 4.267 1.178 0.959
H 6.092 -0.370 0.073
H 5.922 -0.238 1.919
H 3.947 -2.304 -0.276
H 5.593 -2.517 -0.813
H 5.535 -4.853 0.350
H 4.102 -4.434 1.254
H 4.040 -4.713 -0.538
H 6.484 -3.616 2.104
H 6.800 -1.987 2.723
H 7.896 -1.324 0.718
H 7.801 -2.947 -0.020
H 8.848 -2.566 1.445
C -2.471 -3.232 -4.707
C -2.910 -4.460 -3.901
N -4.189 -4.162 -3.177
C -4.673 -5.140 -2.265
C -3.726 -5.428 -1.085
C -5.267 -3.799 -4.202
C -6.698 -3.558 -3.630
H -2.552 -2.330 -4.106
H -2.986 -3.017 -5.672
H -1.413 -3.353 -4.933
H -2.999 -5.296 -4.575
H -2.199 -4.621 -3.127
H -5.652 -4.788 -1.933
H -4.888 -6.091 -2.771
H -4.132 -6.159 -0.344
H -2.777 -5.776 -1.392
H -3.546 -4.513 -0.536
H -5.258 -4.597 -4.956
H -5.013 -2.945 -4.761
H -7.105 -4.516 -3.265
H -7.324 -3.189 -4.441
H -6.605 -2.750 -2.906
C 2.337 -0.633 -6.559
C 2.918 -1.258 -5.280
N 2.695 -0.462 -4.113
C 3.563 -0.817 -2.963
C 5.059 -0.506 -3.084
C 1.301 -0.523 -3.671
C 1.004 0.457 -2.510
H 1.198 -0.649 -6.529
H 2.566 -1.194 -7.427
H 2.665 0.396 -6.700
H 2.473 -2.274 -5.105
H 3.980 -1.333 -5.517
H 3.238 -0.286 -2.035
H 3.364 -1.909 -2.809
H 5.669 -1.043 -2.332
H 5.464 -0.882 -3.998
H 5.207 0.556 -3.097
H 1.027 -1.568 -3.371
H 0.650 -0.216 -4.499
H -0.084 0.526 -2.377
H 1.429 1.475 -2.674
H 1.364 0.079 -1.559
O -0.814 -0.126 2.390
C -0.156 0.618 1.375
C -1.060 0.834 0.137
O -1.572 -0.414 -0.354
H -0.199 -0.411 3.082
H 0.144 1.578 1.823
H 0.803 0.100 1.124
H -0.479 1.328 -0.612
H -1.930 1.393 0.457
H -2.401 -0.580 0.085
O -4.105 -1.449 0.500
C -5.321 -1.627 1.187
C -5.850 -0.279 1.758
O -5.888 0.613 0.658
H -4.240 -1.418 -0.463
H -6.034 -1.978 0.394
H -5.139 -2.305 2.018
H -5.182 0.072 2.581
H -6.829 -0.437 2.200
H -6.331 1.456 0.902
O -0.729 -3.835 2.064
C -1.931 -2.999 1.903
C -2.419 -2.440 3.236
O -2.880 -3.530 4.025
H -1.098 -4.726 1.970
H -1.791 -2.233 1.148
H -2.743 -3.592 1.448
H -3.228 -1.714 3.065
H -1.615 -1.890 3.755
H -2.916 -3.265 4.940
O -4.412 -1.568 -2.157
C -3.769 -0.517 -2.867
C -4.305 0.824 -2.438
O -3.911 1.227 -1.124
H -4.109 -2.406 -2.534
H -2.655 -0.580 -2.848
H -3.912 -0.542 -3.962
H -5.367 0.835 -2.556
H -3.903 1.598 -3.104
H -4.436 0.781 -0.438
O 0.141 -3.991 -2.444
C -0.378 -3.043 -1.528
C 0.742 -2.670 -0.534
O 1.405 -3.722 0.126
H 0.888 -4.339 -1.990
H -0.619 -2.124 -2.152
H -1.244 -3.445 -1.071
H 0.264 -2.019 0.204
H 1.487 -2.081 -1.077
H 0.817 -3.941 0.847
O -0.454 3.631 -2.356
C -1.520 3.038 -3.087
C -0.987 2.718 -4.481
O -0.523 3.861 -5.184
H -0.235 4.542 -2.722
H -1.922 2.152 -2.611
H -2.340 3.803 -3.109
H -1.749 2.250 -5.134
H -0.131 2.098 -4.329
H 0.094 3.469 -5.840

Here are the Löwdin charges for atoms 1 to 99, given in e: -0.103 -0.293 -0.207 -0.252 -0.088 -0.259 -0.074 0.066 0.078 0.079 0.129 0.103 0.120 0.092 0.061 0.086 0.048 0.135 0.099 0.066 0.068 0.052 -0.079 -0.236 -0.212 -0.228 -0.062 -0.263 -0.054 0.053 0.103 0.048 0.112 0.095 0.101 0.095 0.050 0.073 0.063 0.099 0.110 0.028 0.060 0.076 -0.061 -0.262 -0.187 -0.236 -0.065 -0.189 -0.059 0.075 0.049 0.060 0.081 0.122 0.099 0.073 0.072 0.039 0.081 0.104 0.102 0.060 0.041 0.082 -0.065 -0.273 -0.220 -0.214 -0.064 -0.227 -0.076 0.052 0.059 0.066 0.124 0.114 0.091 0.087 0.043 0.060 0.080 0.104 0.095 0.040 0.079 0.072 -0.073 -0.194 -0.205 -0.266 -0.059 -0.208 -0.074 0.038 0.086 0.074 0.114



Formula: C2H4BrNO2
Source: the Open Molecules 2025 dataset
Level of theory: ωB97M-V/def2-TZVPD

Values from the calculation:
Relative energy (zero: lowest compared OMol25 entry of this formula, charge and spin), kcal/mol: 180.3
Gap between HOMO and LUMO (alpha / beta), eV: 9.14 / 8.33
LUMO energy (alpha / beta), Ha: -0.01425 / -0.08356
DFT total energy, Eh: -2857.57259

Geometry (Å):
C -0.880 0.654 0.730
C 0.364 0.245 0.014
N 0.475 -1.066 -0.243
O -0.541 -1.715 -0.222
O 1.604 -1.531 -0.424
Br 1.919 1.211 0.130
H -1.371 -0.259 1.090
H -1.639 1.174 0.225
H -0.701 1.326 1.411
H 0.769 -0.039 -2.710

Quick look at the natural (NBO) charges, all values in e: -0.696 0.131 0.388 -0.389 -0.400 0.208 0.267 0.252 0.229 0.010